DFT (the ωB97M-V functional and the def2-TZVPD basis) results for a structure of composition C4H6O2.

As for the total energy: -306.315593 a.u. Its energy relative to the best compared isomer or geometry (same formula, charge and spin) is 5.1893 eV. Its LUMO energy is 0.45 eV. The multiplicity is 1.

XYZ file:
```
12
C4H6O2 | OMol25 | the ωB97M-V functional and the def2-TZVPD basis
O 1.22891 1.42189 -0.00656
C 1.37796 0.19305 -0.44244
O 1.15786 -0.78713 0.46505
C -0.28202 -0.82318 0.67652
C -0.97643 -0.32762 -0.54103
C -1.03540 0.43831 0.61192
H 2.16549 0.02652 -1.17457
H -0.53530 -1.70229 1.25703
H 0.18528 -0.03200 -1.17040
H -1.69376 -0.69807 -1.26574
H 0.23445 1.38939 0.40703
H -1.82704 0.90112 1.18320
```